The following is a quantum chemistry calculation of a structure of composition C25H32N6Pt, from the Open Molecules 2025 dataset.

ORCA input file:
```
! RIJCOSX wB97M-V def2-TZVPD def2/J DEFGRID3
* xyz 0 3
Pt 0.037 0.128 -0.507
C 0.793 3.730 1.097
C -0.716 3.711 0.842
C -1.385 2.379 1.252
N -1.602 1.488 0.145
C -2.701 1.412 -0.574
C -3.813 2.256 -0.367
C -5.020 2.359 -1.028
C -5.485 1.700 -2.155
C -4.826 0.715 -2.878
C -3.619 0.112 -2.605
C -2.691 0.300 -1.559
N -1.716 -0.574 -1.366
C -1.815 -1.932 -1.818
C -0.913 -2.896 -1.018
C -0.811 -2.633 0.496
N 0.237 -1.678 0.750
C 0.613 -1.289 1.951
C 0.044 -1.768 3.152
C 0.517 -1.693 4.443
C 1.741 -1.229 4.911
C 2.744 -0.612 4.175
C 2.702 -0.154 2.880
C 1.657 -0.230 1.926
N 1.587 0.589 0.907
C 2.411 1.759 0.777
C 1.603 2.877 0.105
H 1.140 4.765 1.049
H 0.973 3.381 2.117
H -1.173 4.517 1.419
H -0.914 3.901 -0.216
H -0.734 1.854 1.960
H -2.323 2.586 1.783
H -3.717 2.932 0.475
H -5.696 3.102 -0.617
H -6.459 1.995 -2.525
H -5.347 0.338 -3.753
H -3.311 -0.640 -3.321
H -2.861 -2.257 -1.697
H -1.546 -2.026 -2.884
H -1.310 -3.900 -1.180
H 0.099 -2.862 -1.423
H -1.781 -2.296 0.887
H -0.563 -3.580 0.993
H -0.908 -2.272 3.032
H -0.126 -2.121 5.203
H 1.955 -1.388 5.960
H 3.666 -0.403 4.709
H 3.590 0.360 2.533
H 2.774 2.116 1.750
H 3.280 1.513 0.151
H 2.282 3.515 -0.463
H 0.919 2.397 -0.615
C 3.174 -3.312 -2.040
N 3.246 -2.011 -2.668
C 4.411 -1.744 -3.480
C 2.428 -1.060 -2.319
N 1.652 -0.243 -2.031
H 3.189 -4.093 -2.806
H 2.253 -3.382 -1.464
H 4.025 -3.466 -1.370
H 4.477 -2.486 -4.280
H 5.326 -1.807 -2.884
H 4.339 -0.751 -3.918
*
```

## Properties
- E (eV) = -38626.73909
- LUMO level (spin up / spin down) (eV) = 0.37 / -0.15